Below is 2 unconnected molecules or ions with the total composition C27H29BNO at a distorted geometry, with properties calculated with ωB97M-V/def2-TZVPD.

Structure (ORCA input):
```
! RIJCOSX wB97M-V def2-TZVPD def2/J DEFGRID3
* xyz 1 1
C -3.64109 3.95043 4.35538
C -4.39012 3.56642 3.11338
N -3.68203 2.60816 2.44494
B -2.49345 2.28637 3.30170
H 1.02686 0.05120 0.69918
C -3.99234 2.15085 1.22486
C -3.08049 1.22618 0.52670
C -5.18284 2.55153 0.62002
C -5.98154 3.45974 1.31633
C -5.58377 4.00846 2.57992
H -4.12364 4.65473 5.02758
H -3.44740 3.04653 4.93903
H -2.68414 4.39087 4.06701
H -1.48913 2.81393 2.95465
H -2.53818 1.39463 4.08916
H -3.61361 0.99449 -0.39261
H -2.11190 1.65502 0.25638
H -2.87980 0.29417 1.06114
H -5.47024 2.14945 -0.37316
H -6.93793 3.77908 0.88445
H -6.19766 4.76253 3.12641
C 3.95569 -2.49422 5.21571
C 3.09626 -2.12245 4.00933
C 1.77715 -1.66956 4.15709
C 1.01296 -1.35617 3.04030
C 1.49385 -1.52451 1.72965
C 0.65145 -0.92821 0.63165
C 0.91829 -1.04545 -0.84656
C 2.13824 -0.44825 -1.24132
C 2.36006 -0.04713 -2.55691
C 1.30331 -0.15731 -3.44966
O 1.50690 0.33655 -4.73598
C 1.96227 -0.67899 -5.56314
C 1.15501 -0.96334 -6.66346
C 1.53345 -2.00508 -7.50347
C 2.70672 -2.72049 -7.25199
C 3.47218 -2.45564 -6.10900
C 3.07073 -1.46287 -5.20930
C 0.07345 -0.71643 -3.10341
C -0.12295 -1.16402 -1.79766
C 2.83136 -1.95989 1.58030
C 3.62516 -2.20300 2.71389
H 4.96230 -2.76096 4.88398
H 4.06344 -1.66858 5.93143
H 3.53782 -3.34376 5.77382
H 1.39637 -1.51502 5.17805
H 0.00479 -0.94934 3.18502
H -0.44023 -0.86176 0.89351
H 2.87970 -0.15814 -0.48204
H 3.26959 0.45700 -2.90323
H 0.23820 -0.37936 -6.78493
H 0.89832 -2.22440 -8.36714
H 3.03651 -3.48210 -7.94427
H 4.38996 -3.00874 -5.90106
H 3.57239 -1.30875 -4.25342
H -0.73193 -0.67550 -3.84911
H -1.08832 -1.57193 -1.47833
H 3.28665 -2.11843 0.59838
H 4.69728 -2.43852 2.65087
*
```

Values from the calculation:
* frontier orbital gap: 6.02 eV
* HOMO energy: -10.187 eV
* DFT total energy: -32675.5392 eV